An isolated molecule of C7H13N, computed with ωB97M-V/def2-TZVPD.

For the LUMO energy, the calculation gives -3.086 eV. The maximum force is 6.35 eV/Å. The frontier orbital gap comes out at 2.995 eV. The total energy comes out at -328.98132 a.u.

```
21
Properties=species:S:1:pos:R:3:nbo_charge:R:1
C 1.7086 -1.9144 0.1205 -0.287
C 0.8226 -0.8157 0.6157 -0.364
C -0.1703 -0.0324 -0.3386 -0.304
C -0.8282 1.0610 0.3359 0.016
C -2.1809 1.3129 0.5444 -0.286
C -3.0800 2.1059 1.2216 -0.271
C 0.5248 0.2205 -1.6981 -0.605
N 2.8178 -1.4626 -0.7087 -0.659
H 2.1354 -2.4098 1.0050 0.177
H 1.1383 -2.6710 -0.4003 0.194
H 0.0950 -1.2881 1.3572 0.203
H 1.4318 -0.0340 1.1844 0.206
H -0.1931 1.5187 1.1330 0.194
H -2.8351 0.5348 -0.2009 0.185
H -2.9057 2.8853 1.9660 0.195
H -4.2192 2.0454 1.2380 0.217
H -0.9327 -0.7538 -0.5873 0.207
H -0.2509 0.4842 -2.4658 0.203
H 1.1030 -0.6312 -2.0681 0.257
H 1.3328 0.9111 -1.5536 0.221
H 3.5966 -1.9809 -0.4551 0.303
```

=====

An isolated molecule of C7H13N, computed with ωB97M-V/def2-TZVPD.

For the LUMO energy, the calculation gives 1.189 eV. The maximum force is 1.78 eV/Å. The frontier orbital gap comes out at 9.161 eV. The total energy comes out at -329.20771 a.u. The SMILES is C/C=C/CN/C=C/C.

```
21
Properties=species:S:1:pos:R:3:nbo_charge:R:1
C -3.5308 -1.9668 -0.3071 -0.642
C -2.6704 -0.9002 0.3572 -0.189
C -1.3546 -1.0627 0.4678 -0.199
C -0.4239 -0.0407 1.0972 -0.257
N 0.9683 -0.2595 0.6289 -0.620
C 1.3988 0.6752 -0.3469 -0.019
C 2.5889 1.2696 -0.2519 -0.256
C 3.0962 2.1834 -1.3663 -0.638
H -3.0950 -2.9518 -0.1337 0.212
H -3.5471 -1.8213 -1.3893 0.213
H -4.5818 -1.9510 -0.0219 0.211
H -3.2772 -0.0649 0.6714 0.196
H -0.8633 -1.9422 0.0748 0.205
H -0.4133 -0.2284 2.1708 0.201
H -0.8168 0.9584 0.9065 0.193
H 1.5419 -0.3120 1.4478 0.365
H 0.7368 0.7018 -1.2033 0.192
H 3.1847 1.0862 0.6325 0.193
H 2.2784 2.5789 -1.9565 0.211
H 3.5638 1.4568 -2.0395 0.214
H 3.7597 2.9877 -1.0691 0.216
```

=====

An isolated molecule of C7H13N, computed with ωB97M-V/def2-TZVPD.

For the LUMO energy, the calculation gives 1.008 eV. The maximum force is 6.90 eV/Å. The frontier orbital gap comes out at 9.139 eV. The total energy comes out at -329.04566 a.u. The SMILES is CC[C@]12CCN[C@@H]1C2.

```
21
Properties=species:S:1:pos:R:3:nbo_charge:R:1
C -2.3844 -0.5327 0.5767 -0.644
C -1.1167 -0.5575 -0.3704 -0.389
C -0.0198 0.4686 -0.6039 -0.128
C 1.0245 -0.3032 -1.1311 -0.383
C 1.9164 -0.7732 0.1913 -0.211
N 1.2558 -0.0820 1.2600 -0.649
C 0.7356 1.1768 0.5854 -0.098
C -0.4675 1.8708 -0.2203 -0.317
H -2.6562 -1.7029 0.5029 0.225
H -3.2326 0.2367 0.4787 0.215
H -2.1698 -0.3172 1.6493 0.217
H -0.6700 -1.5023 -0.3278 0.205
H -1.4723 -0.7668 -1.3824 0.205
H 0.5337 -1.2155 -1.5579 0.200
H 1.8309 0.0612 -1.9083 0.223
H 1.9633 -1.7839 0.2163 0.185
H 2.9683 -0.4447 0.1142 0.151
H 1.8486 0.0066 2.1373 0.378
H 1.6751 1.5413 0.2845 0.156
H -1.4190 1.8208 0.2333 0.223
H -0.1438 2.7991 -0.7279 0.235
```

=====

An isolated molecule of C7H13N, computed with ωB97M-V/def2-TZVPD.

For the LUMO energy, the calculation gives 0.890 eV. The maximum force is 6.89 eV/Å. The frontier orbital gap comes out at 9.916 eV. The total energy comes out at -329.14976 a.u. The SMILES is C=CC(=C)C[C@H](C)N.

```
21
Properties=species:S:1:pos:R:3:nbo_charge:R:1
C -1.1992 -1.4087 1.8962 -0.360
C -1.1562 -0.1743 1.4241 -0.215
C -1.0168 0.0919 0.0002 -0.011
C -1.8319 0.9152 -0.6624 -0.389
C -0.0212 -0.7342 -0.7879 -0.433
C 1.4377 -0.0971 -0.8481 -0.036
C 1.8831 -0.0416 0.6101 -0.636
N 1.3853 1.2757 -1.4673 -0.848
H -1.1440 -2.0771 1.1538 0.172
H -1.3791 -1.9233 2.9378 0.216
H -1.3944 0.6775 1.8999 0.199
H -1.6771 1.0606 -1.7696 0.187
H -2.4133 1.6904 -0.2469 0.200
H -0.5348 -0.7800 -1.8199 0.203
H 0.0366 -1.6833 -0.5931 0.204
H 2.2871 -0.6699 -1.3801 0.196
H 1.3299 0.8727 0.9227 0.202
H 2.9933 -0.0480 0.6962 0.214
H 1.6069 -0.7954 1.2800 0.221
H 1.6203 1.9815 -0.8053 0.354
H 0.3982 1.4574 -1.7985 0.362
```

=====

The ion C7H13N2 with charge +1, computed with ωB97M-V/def2-TZVPD.

For the LUMO energy, the calculation gives -3.570 eV. The maximum force is 4.38 eV/Å. The frontier orbital gap comes out at 9.248 eV. As for the net charge: +1. The total energy comes out at -383.64566 a.u. The SMILES is C=N/C=C\[N@H+](C)/C=C/C.

```
22
Properties=species:S:1:pos:R:3:nbo_charge:R:1
C -2.3088 -0.5117 -1.7637 0.064
N -1.3828 -1.0556 -1.0966 -0.442
C -0.2625 -1.7172 -1.4470 0.021
C 1.0282 -1.4552 -1.0346 -0.152
N 1.2357 -0.2628 -0.1494 -0.395
C 2.2646 -0.5563 0.9467 -0.395
C -0.0207 0.1036 0.5013 -0.026
C -0.2319 1.4011 0.5887 -0.151
C -1.2803 2.1278 1.4672 -0.660
H -2.2528 -0.5777 -2.7792 0.163
H -3.0179 0.1768 -1.2931 0.198
H -0.1704 -2.6900 -1.9810 0.239
H 1.7854 -2.0809 -1.3846 0.242
H 1.6826 0.5253 -0.7764 0.449
H 2.2745 0.2929 1.6923 0.241
H 2.0137 -1.4606 1.5448 0.247
H 3.1474 -0.5660 0.4479 0.216
H -0.4531 -0.6393 1.0329 0.231
H 0.4276 1.9928 0.0641 0.187
H -0.7422 2.6673 2.3121 0.246
H -1.8015 1.4807 2.1616 0.234
H -1.9346 2.8051 0.9461 0.242
```

=====

A cluster of 2 separate species, C7H13N2O in total, computed with ωB97M-V/def2-TZVPD.

For the LUMO energy, the calculation gives -3.050 eV. The maximum force is 4.85 eV/Å. The frontier orbital gap comes out at 10.009 eV. As for the net charge: +1. The total energy comes out at -458.97051 a.u.

```
23
Properties=species:S:1:pos:R:3:nbo_charge:R:1
C -0.5296 0.7967 -0.3269 -0.125
C 0.4727 -0.0509 0.0737 0.375
C -0.2830 2.1753 -0.7896 -0.420
C 1.8891 -0.0224 -0.2306 -0.463
C 1.0559 1.9855 -1.4303 -0.387
C 2.0800 1.4834 -0.4824 -0.388
C -1.7413 0.1031 0.2518 0.088
N -1.4340 -1.0300 0.7990 -0.222
N -1.4708 -3.4004 1.7287 -0.938
O -0.0141 -1.1592 0.7254 -0.314
H -1.0640 2.4239 -1.5188 0.229
H -0.2405 2.8427 -0.0220 0.224
H 2.4079 -0.4184 0.6220 0.242
H 2.0522 -0.6733 -1.0764 0.240
H 0.8497 1.2417 -2.1541 0.201
H 1.4300 2.9223 -1.9665 0.232
H 1.8524 1.8499 0.4837 0.198
H 3.0194 1.8361 -0.7653 0.237
H -2.6985 0.4364 -0.0724 0.244
H -1.7416 -2.2440 1.4993 0.464
H -0.6745 -3.7858 1.1927 0.429
H -2.2029 -4.1023 1.4719 0.429
H -1.2090 -3.6322 2.6745 0.424
```